A structure of composition C54H44OP3SiSn. Source: the OMol25 dataset; level of theory: ωB97M-V with the def2-TZVPD basis set.

net charge	+3

Geometry (Å):
Sn1 13.852 11.067 7.957
C1 8.504 7.405 9.257
C2 9.538 6.895 8.504
C3 10.777 7.496 8.684
C4 10.953 8.604 9.480
C5 9.878 9.099 10.293
C6 8.658 8.466 10.137
P1 12.524 9.534 9.575
C7 13.884 8.444 8.940
C8 13.949 8.387 7.525
C9 15.028 7.722 6.863
C10 15.855 6.946 7.634
C11 15.749 6.936 9.039
C12 14.837 7.749 9.702
C13 12.637 9.855 11.342
C14 12.411 8.776 12.230
C15 12.453 8.922 13.614
C16 12.783 10.155 14.154
C17 12.972 11.235 13.300
C18 12.889 11.167 11.871
Si1 13.087 12.973 11.320
C19 11.756 14.014 12.102
C20 11.361 14.441 13.366
C21 10.343 15.352 13.564
C22 9.464 15.684 12.453
C23 9.901 15.313 11.177
C24 10.997 14.559 11.028
P2 11.731 13.900 9.537
C25 10.501 13.045 8.564
C26 9.383 12.583 9.333
C27 8.214 12.238 8.659
C28 8.151 12.238 7.251
C29 9.277 12.631 6.508
C30 10.423 13.115 7.187
C31 12.296 15.327 8.580
C32 13.603 15.732 8.537
C33 13.967 16.936 7.903
C34 12.921 17.734 7.423
C35 11.587 17.304 7.433
C36 11.304 16.098 8.028
C37 14.848 13.641 11.315
C38 15.127 14.717 12.098
C39 16.386 15.370 12.137
C40 17.364 14.864 11.287
C41 17.126 13.720 10.497
C42 15.890 13.117 10.541
P3 15.842 11.406 9.791
C43 16.710 10.448 10.985
C44 18.145 10.372 10.893
C45 18.934 9.794 11.911
C46 18.286 9.207 12.976
C47 16.882 9.240 13.105
C48 16.105 9.822 12.120
C49 16.861 11.530 8.236
C50 16.849 12.693 7.449
C51 17.469 12.750 6.218
C52 18.078 11.626 5.708
C53 17.986 10.419 6.495
C54 17.402 10.339 7.736
H1 7.530 6.941 9.213
H2 9.410 5.994 7.984
H3 11.689 7.000 8.315
H4 10.026 9.873 11.036
H5 7.852 8.745 10.797
H6 13.063 8.818 6.978
H7 15.015 7.683 5.757
H8 16.635 6.313 7.204
H9 16.364 6.262 9.667
H10 14.743 7.702 10.767
H11 12.187 7.790 11.789
H12 12.369 8.043 14.203
H13 12.853 10.294 15.223
H14 13.256 12.217 13.709
H15 11.893 13.999 14.197
H16 10.089 15.533 14.615
H17 8.455 16.170 12.586
H18 9.443 15.699 10.242
H19 9.408 12.566 10.375
H20 7.393 11.832 9.182
H21 7.280 11.815 6.752
H22 9.124 12.659 5.391
H23 11.211 13.515 6.582
H24 14.391 15.122 8.916
H25 15.087 17.108 7.752
H26 13.266 18.651 6.917
H27 10.814 17.913 6.871
H28 10.267 15.756 8.041
H29 14.322 15.010 12.767
H30 16.586 16.258 12.686
H31 18.290 15.425 11.169
H32 17.885 13.410 9.840
H33 18.602 10.897 10.050
H34 19.991 9.621 11.891
H35 18.812 8.741 13.761
H36 16.401 8.728 13.947
H37 15.028 9.879 12.134
H38 16.390 13.586 7.790
H39 17.524 13.700 5.727
H40 18.639 11.480 4.787
H41 18.362 9.515 6.028
H42 17.376 9.444 8.312
O1 11.578 9.617 5.964
H43 10.739 9.333 6.385
H44 11.590 9.197 5.109

---

A cluster of 9 separate species, C54H45N9O18 in total. Source: the OMol25 dataset; level of theory: ωB97M-V with the def2-TZVPD basis set.

SMILES	O=[N+]([O-])c1ccccc1.O=[N+]([O-])c1ccccc1.O=[N+]([O-])c1ccccc1.O=[N+]([O-])c1ccccc1.O=[N+]([O-])c1ccccc1.O=[N+]([O-])c1ccccc1.O=[N+]([O-])c1ccccc1.O=[N+]([O-])c1ccccc1.O=[N+]([O-])c1ccccc1
ΔE to the lowest compared entry with this formula, charge and spin	466.4	kJ/mol

Geometry (Å):
C1 -7.510 6.091 -18.414
C2 -6.286 6.719 -18.401
C3 -6.151 8.025 -18.810
C4 -7.413 8.790 -19.032
C5 -8.603 8.083 -19.202
C6 -8.638 6.780 -18.771
N1 -7.400 10.266 -19.101
O1 -6.371 10.865 -18.797
O2 -8.406 10.842 -19.541
H1 -7.473 5.058 -18.101
H2 -5.404 6.168 -18.108
H3 -5.186 8.501 -18.709
H4 -9.581 8.518 -19.344
H5 -9.560 6.237 -18.627
C7 -6.850 13.960 -20.199
C8 -5.791 13.869 -19.251
C9 -5.359 15.039 -18.665
C10 -5.953 16.282 -18.970
C11 -6.984 16.322 -19.924
C12 -7.451 15.162 -20.455
N2 -5.658 17.500 -18.223
O3 -4.714 17.502 -17.495
O4 -6.270 18.520 -18.474
H6 -7.082 13.060 -20.750
H7 -5.296 12.921 -19.097
H8 -4.747 14.847 -17.796
H9 -7.315 17.277 -20.303
H10 -8.185 15.143 -21.247
C13 -2.734 17.748 -14.480
C14 -2.872 18.167 -13.106
C15 -1.727 18.669 -12.355
C16 -0.466 18.568 -13.044
C17 -0.366 18.198 -14.356
C18 -1.519 17.658 -15.072
N3 0.819 18.886 -12.314
O5 0.812 18.926 -11.123
O6 1.863 19.101 -12.973
H11 -3.572 17.422 -15.078
H12 -3.908 18.230 -12.808
H13 -1.817 19.086 -11.363
H14 0.603 18.074 -14.816
H15 -1.390 17.211 -16.046
C19 -6.995 16.977 -12.977
C20 -6.664 16.942 -14.376
C21 -7.061 18.072 -15.084
C22 -7.710 19.196 -14.578
C23 -7.931 19.180 -13.232
C24 -7.582 18.098 -12.383
N4 -8.395 20.166 -15.576
O7 -8.899 21.147 -15.015
O8 -8.423 19.984 -16.850
H16 -6.778 16.154 -12.313
H17 -6.291 16.073 -14.898
H18 -6.754 18.201 -16.112
H19 -8.485 19.992 -12.784
H20 -7.793 18.139 -11.324
C25 -4.708 20.655 -26.016
C26 -4.290 20.998 -24.709
C27 -4.922 20.484 -23.655
C28 -5.990 19.580 -23.801
C29 -6.365 19.164 -25.047
C30 -5.783 19.735 -26.163
N5 -6.584 18.948 -22.658
O9 -7.534 18.226 -22.861
O10 -6.073 19.088 -21.491
H21 -4.408 21.210 -26.892
H22 -3.564 21.766 -24.489
H23 -4.683 20.733 -22.632
H24 -7.077 18.375 -25.242
H25 -6.052 19.357 -27.138
C31 -8.487 9.260 -22.820
C32 -7.951 8.024 -23.063
C33 -6.654 7.749 -22.741
C34 -5.811 8.741 -22.264
C35 -6.363 10.001 -22.051
C36 -7.747 10.229 -22.208
N6 -4.418 8.462 -21.935
O11 -3.600 9.383 -21.518
O12 -3.966 7.324 -22.225
H26 -9.528 9.480 -23.009
H27 -8.658 7.272 -23.381
H28 -6.269 6.747 -22.856
H29 -5.834 10.873 -21.697
H30 -8.280 11.165 -22.123
C37 -2.954 22.522 -19.691
C38 -3.529 21.340 -19.294
C39 -2.624 20.315 -19.037
C40 -1.221 20.462 -19.182
C41 -0.697 21.603 -19.851
C42 -1.646 22.622 -20.124
N7 -0.244 19.388 -18.792
O13 -0.749 18.393 -18.327
O14 0.938 19.493 -19.163
H31 -3.497 23.452 -19.771
H32 -4.598 21.268 -19.159
H33 -3.016 19.426 -18.565
H34 0.330 21.913 -19.978
H35 -1.191 23.592 -20.258
C43 -9.238 15.019 -17.017
C44 -9.581 16.301 -17.295
C45 -10.149 17.084 -16.246
C46 -10.371 16.555 -15.019
C47 -10.053 15.244 -14.754
C48 -9.408 14.493 -15.749
N8 -11.135 17.343 -14.003
O15 -11.802 18.298 -14.445
O16 -11.135 16.966 -12.816
H36 -8.761 14.382 -17.747
H37 -9.185 16.728 -18.204
H38 -10.503 18.086 -16.443
H39 -10.285 14.715 -13.842
H40 -9.116 13.480 -15.512
C49 -1.896 12.870 -17.990
C50 -2.489 11.946 -18.870
C51 -2.526 12.221 -20.245
C52 -1.807 13.330 -20.751
C53 -1.205 14.193 -19.857
C54 -1.332 14.043 -18.473
N9 -1.823 13.629 -22.197
O17 -2.040 12.671 -22.897
O18 -1.827 14.775 -22.569
H41 -1.990 12.829 -16.915
H42 -3.062 11.105 -18.509
H43 -2.994 11.555 -20.955
H44 -0.562 14.950 -20.282
H45 -0.958 14.721 -17.721

---

no.,HOMO (eV),frontier orbital gap (eV)
1,-15.9308,7.2
2,-9.5723,8.1